A molecular structure, C18H38GeMnN9O3S4Si3. Source: OMol25; level of theory: ωB97M-V/def2-TZVPD.

Calculated values
* Kohn-Sham gap (spin up / spin down): 5.26 / 5.81 eV
* spin multiplicity: 5
* charge: -2
* energy above the lowest of the compared OMol25 structures with the same formula, charge and spin: 0.0 kcal/mol

Last column: Löwdin spin population.
Positions of all 77 atoms, in Å:
Mn: 0.28 0.35 0.06  4.17
O: -4.81 -0.04 4.84  0.00
C: -3.89 -0.07 4.04  0.00
S: -3.99 0.57 2.41  0.00
C: -2.35 0.16 1.91  0.00
C: -1.55 -0.44 2.81  0.01
S: 0.10 -0.97 2.62  0.04
S: -2.30 -0.74 4.37  0.00
S: -1.99 0.62 0.24  -0.02
N: 3.33 1.52 1.29  0.00
C: 3.31 0.35 0.56  0.01
N: 4.39 -0.37 0.34  0.00
N: 3.95 -1.41 -0.41  0.01
N: 2.69 -1.31 -0.62  0.00
N: 2.24 -0.16 -0.02  -0.01
C: 2.20 2.10 1.86  0.01
N: 2.28 3.05 2.77  0.00
N: 0.98 3.33 3.04  0.00
N: 0.20 2.60 2.32  0.00
N: 0.96 1.80 1.53  0.03
H: 4.19 1.69 1.79  0.00
C: -0.71 -3.43 0.51  0.00
O: -0.10 -2.41 -0.27  0.02
H: -0.40 -3.35 1.55  0.00
H: -0.49 -4.42 0.11  0.00
H: -1.79 -3.26 0.46  0.00
H: 0.86 -2.54 -0.30  0.00
C: -0.50 4.62 -0.22  0.00
C: 0.64 3.74 -0.65  0.01
C: 2.03 4.29 -0.49  0.00
O: 0.44 2.64 -1.12  0.01
H: -0.38 5.63 -0.63  0.00
H: -0.46 4.69 0.87  0.00
H: -1.45 4.18 -0.50  0.00
H: 2.15 4.69 0.52  0.00
H: 2.18 5.11 -1.20  0.00
H: 2.77 3.52 -0.67  0.00
C: -2.12 -2.92 -2.51  0.00
Si: -0.45 -2.35 -3.18  -0.03
C: 0.88 -3.63 -2.78  0.00
C: -0.63 -2.45 -5.06  -0.01
Ge: 0.09 -0.13 -2.46  -0.17
Si: 2.06 0.27 -3.71  -0.03
C: 1.72 0.87 -5.46  -0.01
C: 3.16 1.58 -2.96  0.00
C: 3.13 -1.24 -3.99  0.00
Si: -1.66 1.10 -3.57  -0.03
C: -1.75 2.92 -3.14  0.00
C: -3.32 0.37 -3.13  0.00
C: -1.65 1.14 -5.46  -0.01
H: -2.03 -3.89 -2.03  0.00
H: -2.85 -2.99 -3.32  0.00
H: -2.51 -2.21 -1.77  0.00
H: 0.50 -4.35 -2.05  0.00
H: 1.78 -3.17 -2.37  0.00
H: 1.16 -4.17 -3.69  0.00
H: -0.78 -3.51 -5.33  0.00
H: 0.26 -2.09 -5.59  0.00
H: -1.49 -1.89 -5.41  0.00
H: 1.42 1.92 -5.48  0.00
H: 0.94 0.30 -5.96  0.00
H: 2.65 0.76 -6.04  0.00
H: 2.63 2.54 -2.87  0.00
H: 4.04 1.72 -3.60  0.00
H: 3.50 1.30 -1.96  0.00
H: 2.62 -1.99 -4.60  0.00
H: 3.44 -1.72 -3.05  0.00
H: 4.03 -0.91 -4.52  0.00
H: -2.01 3.05 -2.09  0.00
H: -2.52 3.40 -3.76  0.00
H: -0.79 3.43 -3.31  0.00
H: -3.41 0.23 -2.05  0.00
H: -3.44 -0.62 -3.59  0.00
H: -4.12 1.02 -3.47  0.00
H: -0.88 1.81 -5.85  0.00
H: -2.63 1.52 -5.76  0.00
H: -1.50 0.16 -5.92  0.00


A molecular structure, C18H24Cl4CrF5N3O21. Source: OMol25; level of theory: ωB97M-V/def2-TZVPD.

Calculated values
* Kohn-Sham gap (spin up / spin down): 7.60 / 9.11 eV
* spin multiplicity: 4
* charge: -1

Last column: Löwdin spin population.
Positions of all 76 atoms, in Å:
Cr: 0.51 0.00 -0.37  3.04
Cl: 0.88 -1.64 1.25  -0.03
Cl: 0.19 1.97 0.89  -0.03
Cl: 2.45 0.55 -1.73  0.02
Cl: -1.54 -0.45 -1.55  0.01
C: 3.35 4.99 1.20  0.00
N: 2.44 5.76 2.08  0.00
O: 2.13 5.42 3.22  0.00
O: 2.05 6.83 1.62  0.00
H: 3.98 5.67 0.61  0.00
H: 2.74 4.35 0.56  0.00
H: 4.02 4.44 1.85  0.00
C: -3.73 0.26 4.41  0.00
N: -2.71 -0.05 3.35  0.00
O: -1.59 -0.30 3.65  0.00
O: -3.13 -0.26 2.26  0.00
H: -4.63 0.70 4.00  0.00
H: -3.36 0.82 5.26  0.00
H: -4.04 -0.73 4.75  0.00
C: 0.94 0.92 5.09  0.00
N: 0.12 1.90 5.97  0.00
O: -1.11 2.03 5.89  0.00
O: 0.82 2.61 6.71  0.00
H: 0.74 -0.10 5.42  0.00
H: 1.99 1.19 5.16  0.00
H: 0.55 1.11 4.08  0.00
C: 5.34 1.56 0.59  0.00
C: 4.65 1.49 1.96  0.00
O: 4.80 0.13 2.20  0.00
C: 5.72 -0.42 1.34  0.00
O: 6.28 -1.47 1.48  0.00
O: 5.80 0.34 0.30  0.00
F: 3.34 1.81 1.82  0.00
H: 6.27 2.13 0.54  0.00
H: 4.54 1.83 -0.10  0.00
H: 5.18 2.26 2.52  0.00
C: -1.50 5.19 -2.01  0.00
C: -1.27 3.90 -2.71  0.00
O: -2.49 3.20 -2.37  0.00
C: -3.16 3.87 -1.31  0.00
O: -4.36 3.63 -1.00  0.00
O: -2.43 4.91 -0.97  0.00
F: -0.42 3.06 -2.12  0.00
H: -2.02 5.85 -2.71  0.00
H: -0.64 5.71 -1.58  0.00
H: -1.18 3.82 -3.79  0.00
C: 3.62 -4.82 -2.23  0.00
C: 2.57 -5.58 -3.04  0.00
O: 1.41 -4.83 -2.86  0.00
C: 1.72 -3.59 -2.40  0.00
O: 0.86 -2.74 -2.13  0.00
O: 3.07 -3.54 -2.04  0.00
F: 2.47 -6.80 -2.48  0.00
H: 4.57 -4.82 -2.77  0.00
H: 3.75 -5.25 -1.24  0.00
H: 2.81 -5.76 -4.09  0.00
C: -1.84 -5.11 -1.32  0.00
C: -1.50 -6.53 -1.00  0.00
O: -0.65 -6.53 0.06  0.00
C: -0.45 -5.30 0.46  0.00
O: 0.16 -4.88 1.40  0.00
O: -1.10 -4.41 -0.41  0.00
F: -0.83 -6.95 -2.06  0.00
H: -2.92 -4.94 -1.41  0.00
H: -1.41 -4.92 -2.30  0.00
H: -2.41 -7.14 -0.94  0.00
C: -4.88 -0.23 -2.74  0.00
C: -4.14 0.49 -3.88  0.00
O: -5.04 1.46 -4.30  0.00
C: -6.33 1.12 -3.85  0.00
O: -7.42 1.60 -4.21  0.00
O: -6.22 0.00 -3.09  0.00
F: -3.98 -0.39 -4.81  0.00
H: -4.65 0.15 -1.74  0.00
H: -4.63 -1.29 -2.77  0.00
H: -3.14 0.76 -3.53  0.00


3 unconnected molecules or ions with the total composition C4H16NO2. Source: OMol25; level of theory: ωB97M-V/def2-TZVPD.

Calculated values
* Kohn-Sham gap: 12.46 eV
* spin multiplicity: 1
* charge: +1
* energy above the lowest of the compared OMol25 structures with the same formula, charge and spin: 10.0 kcal/mol

Last column: Mulliken charge in e.
Positions of all 23 atoms, in Å:
C: -0.67 -0.09 -2.16  -1.60
C: 0.42 0.16 -1.13  0.17
C: 0.52 1.62 -0.72  -0.48
C: 1.89 2.09 -0.23  -1.20
N: 0.03 -0.65 0.09  -0.31
H: -0.42 0.20 -3.18  0.39
H: -1.59 0.35 -1.78  0.36
H: -0.89 -1.16 -2.27  0.48
H: 1.39 -0.21 -1.42  0.41
H: 0.17 2.20 -1.58  0.46
H: -0.28 1.90 -0.02  0.28
H: 2.52 1.25 0.09  0.34
H: 2.46 2.60 -1.00  0.32
H: 1.78 2.76 0.61  0.33
H: 0.85 -0.98 0.62  0.48
H: -0.64 -0.26 0.76  0.20
H: -0.32 -1.58 -0.15  0.43
H: -3.12 0.16 2.00  0.30
H: -2.07 1.21 2.30  0.31
O: -2.22 0.42 1.75  -0.66
H: 0.27 -2.78 2.42  0.33
H: 0.46 -3.92 1.41  0.32
O: 0.54 -2.96 1.51  -0.64


2 unconnected molecules or ions with the total composition C7H17NO. Source: OMol25; level of theory: ωB97M-V/def2-TZVPD.

Calculated values
* Kohn-Sham gap: 9.95 eV
* spin multiplicity: 1
* charge: 0
* SMILES string: CCN(C)C(C)=O.CC
* energy above the lowest of the compared OMol25 structures with the same formula, charge and spin: 53.6 kcal/mol

Last column: Mulliken charge in e.
Positions of all 26 atoms, in Å:
C: 1.02 1.46 1.81  -0.46
C: 2.39 1.39 2.42  -1.02
H: 1.08 1.73 0.75  0.11
H: 0.35 0.61 1.96  0.05
H: 0.45 2.29 2.21  0.43
H: 3.34 1.10 1.96  0.33
H: 2.34 0.78 3.34  0.28
H: 2.50 2.39 2.92  0.28
C: 0.72 -0.14 -1.72  -0.62
C: 0.18 1.20 -2.35  -1.08
C: 0.65 -1.87 -0.15  -1.25
C: -2.11 -1.48 0.67  -1.37
C: -1.34 -0.41 -0.15  0.88
O: -2.00 0.56 -0.45  -0.60
N: -0.15 -0.85 -0.76  0.23
H: 1.22 -0.81 -2.46  0.40
H: 1.63 0.12 -1.16  0.37
H: -0.63 0.91 -3.03  0.29
H: 0.85 1.75 -3.01  0.37
H: 1.70 -1.68 -0.07  0.39
H: -1.94 -2.39 0.12  0.39
H: -0.13 1.66 -1.40  0.26
H: 0.27 -2.15 0.83  0.40
H: 0.51 -2.94 -0.60  0.30
H: -1.67 -1.45 1.66  0.31
H: -3.16 -1.23 0.74  0.33


| no. | total energy (eV) |
| --- | --- |
| 1 | -193651.8073 |
| 2 | -158617.2531 |
| 3 | -9986.9477 |
| 4 | -11070.8127 |